Formula: C32H36BN9O3S2SeTm
Source: the OMol25 dataset
Level of theory: the ωB97M-V functional and the def2-TZVPD basis

2S+1   3
Energy   -6267.28472 Eh
Net charge   -1
Kohn-Sham gap (spin up / spin down)   0.1848 / 0.1794 hartree

Each line ends with the Mulliken spin population.
Geometry (Å):
Tm (0.00, 0.00, 0.00)  2.042
C (2.39, -3.65, 0.43)  0.000
C (2.34, -2.29, 0.22)  -0.002
N (1.06, -1.88, 0.22)  -0.002
N (0.30, -2.95, 0.41)  0.000
C (1.07, -4.04, 0.55)  -0.002
B (-1.23, -2.88, 0.47)  -0.006
N (-1.63, -1.94, 1.60)  0.004
C (-2.39, -2.23, 2.67)  0.002
C (-2.51, -1.09, 3.43)  0.005
C (-1.78, -0.13, 2.76)  0.035
N (-1.26, -0.67, 1.64)  -0.006
N (-1.73, -2.30, -0.85)  -0.005
C (-2.57, -2.87, -1.73)  0.001
C (-2.75, -1.99, -2.78)  0.000
C (-1.97, -0.89, -2.46)  -0.001
N (-1.36, -1.10, -1.28)  0.001
H (3.27, -4.28, 0.49)  0.000
H (3.19, -1.63, 0.09)  0.000
H (0.71, -5.05, 0.71)  0.000
H (-1.69, -3.97, 0.65)  0.000
H (-2.83, -3.20, 2.88)  0.000
H (-3.05, -0.97, 4.36)  0.000
H (-1.64, 0.90, 3.06)  -0.025
H (-3.02, -3.85, -1.63)  0.000
H (-3.36, -2.13, -3.66)  0.000
H (-1.86, 0.01, -3.06)  0.001
S (2.21, -0.24, 1.26)  -0.025
C (2.26, 0.89, 2.52)  -0.096
N (3.39, 1.07, 3.34)  -0.059
C (3.41, 2.21, 4.25)  0.008
C (2.10, 2.28, 5.00)  -0.016
N (1.01, 2.51, 4.05)  -0.058
C (-0.05, 3.44, 4.47)  0.007
C (-1.23, 2.78, 5.15)  0.001
C (-1.09, 2.07, 6.35)  0.000
C (-2.20, 1.49, 6.97)  0.000
C (-3.46, 1.63, 6.41)  0.000
C (-3.63, 2.34, 5.22)  0.001
C (-2.52, 2.91, 4.60)  0.000
C (1.00, 1.79, 2.84)  -0.144
S (-0.27, 1.88, 1.73)  0.052
C (4.50, 0.12, 3.45)  0.008
C (4.43, -0.66, 4.75)  -0.002
C (5.42, -0.51, 5.73)  -0.002
C (5.33, -1.21, 6.94)  0.000
C (4.26, -2.07, 7.17)  -0.001
C (3.28, -2.24, 6.20)  0.000
C (3.36, -1.54, 4.99)  -0.004
H (3.57, 3.11, 3.64)  -0.002
H (4.25, 2.12, 4.95)  0.000
H (2.14, 3.10, 5.72)  0.002
H (1.89, 1.35, 5.53)  0.000
H (-0.39, 4.01, 3.59)  -0.002
H (0.37, 4.19, 5.15)  0.003
H (-0.11, 1.96, 6.81)  0.000
H (-2.07, 0.94, 7.90)  0.000
H (-4.33, 1.18, 6.89)  0.000
H (-4.61, 2.45, 4.78)  0.000
H (-2.67, 3.46, 3.67)  -0.001
H (5.43, 0.70, 3.40)  -0.001
H (4.54, -0.59, 2.62)  -0.001
H (6.26, 0.16, 5.57)  0.000
H (6.10, -1.08, 7.70)  0.000
H (4.19, -2.61, 8.11)  0.000
H (2.44, -2.91, 6.38)  0.000
H (2.59, -1.69, 4.24)  0.000
C (1.95, -0.82, -3.71)  -0.001
C (1.69, 0.11, -2.53)  0.072
C (2.81, 1.12, -2.34)  -0.012
O (1.56, -0.71, -1.35)  -0.025
C (0.35, 0.86, -2.78)  -0.034
O (0.34, 1.66, -3.76)  -0.003
O (-0.57, 0.59, -1.95)  0.016
H (2.85, -1.42, -3.53)  0.000
H (2.09, -0.26, -4.64)  0.000
H (1.13, -1.52, -3.85)  0.000
H (3.76, 0.62, -2.13)  -0.001
H (2.60, 1.78, -1.49)  0.006
H (2.95, 1.75, -3.23)  -0.002
H (2.49, -0.64, -0.78)  -0.014
Se (-2.35, 1.43, -0.33)  0.003
C (-3.95, 2.41, -0.56)  0.001
N (-4.93, 3.01, -0.70)  -0.001
H (1.04, 1.67, -0.40)  0.283